[1]
Below is CHNO4 in the gas phase in a non-equilibrium geometry, with properties calculated with ωB97M-V with the def2-TZVPD basis set.

The frontier orbital gap (alpha / beta) comes out at 9.57 / 8.19 eV.

CARTESIAN COORDINATES (ANGSTROEM)
C  0.810582  0.450190  0.382480
N  0.292380  0.372568  1.747139
O  0.289407  0.013452  -0.602170
O  -0.487850  -0.180953  2.449896
O  0.268489  1.753615  2.004896
O  -0.382743  2.174523  3.130708
H  1.326800  1.464462  0.503444

Forces on atoms 1 to 2 (eV/Å):
C -1.60 2.67 -1.78
N -1.01 1.09 1.60

Here is what Löwdin gives for the atomic charges, in e:
1 C -0.16
2 N -0.19
3 O 0.15
4 O 0.12
5 O -0.13
6 O 0.04
7 H 0.17

[2]
Below is C3H6N2O in the gas phase in a non-equilibrium geometry, with properties calculated with ωB97M-V with the def2-TZVPD basis set.

The frontier orbital gap comes out at 9.83 eV. Its SMILES is [H]/N=C/CC(N)=O.

CARTESIAN COORDINATES (ANGSTROEM)
H  1.993343  1.242115  -0.321280
N  1.129917  0.708823  -0.245303
C  0.346434  0.570331  -1.250665
C  -0.833652  -0.200990  -0.898072
C  -0.046661  -0.833003  0.598141
N  -0.379364  -0.071549  1.685245
O  0.257689  -1.998622  0.654104
H  0.700143  0.661556  -2.281434
H  -1.621204  0.412101  -0.467808
H  -1.160122  -0.936617  -1.628465
H  -0.212526  0.918719  1.568370
H  -0.173995  -0.472864  2.587167

Forces on atoms 1 to 2 (eV/Å):
H 0.01 -0.14 -0.72
N 0.60 1.46 -0.96

Here is what Löwdin gives for the atomic charges, in e:
1 H 0.08
2 N 0.07
3 C -0.22
4 C -0.05
5 C -0.53
6 N 0.11
7 O 0.05
8 H 0.12
9 H 0.09
10 H 0.10
11 H 0.09
12 H 0.10

In order of appearance, energy = -394.1087 -302.5968 hartree.
In order of appearance, energy above the lowest of the compared OMol25 structures with the same formula, charge and spin = 6.916 2.619 eV.